This record from the Open Molecules 2025 dataset describes a structure of composition C12H17InNO6 in a non-equilibrium geometry. The level of theory is ωB97M-V with the def2-TZVPD basis set.

```
37
C12H17InNO6 ωB97M-V with the def2-TZVPD basis set
In 0.12 0.33 0.86
O -1.04 -1.32 2.86
O -5.53 -4.13 1.51
O -0.74 1.06 -1.79
O -4.29 -4.41 4.13
O 3.05 1.58 1.09
O -2.22 -1.10 0.31
N 2.14 0.37 -1.57
C -3.79 -3.71 3.15
C -2.62 -3.05 3.45
C 2.81 1.69 -1.36
C 1.46 0.41 -2.83
C 0.16 1.34 -2.94
C 3.77 2.04 2.19
C 3.78 1.66 -0.11
C -4.03 -2.52 0.86
C -2.78 -1.87 1.09
C -2.12 1.28 -2.14
C -4.44 -3.43 1.80
C -2.05 -2.03 2.59
H 1.03 -0.58 -2.95
H -0.44 1.07 -3.81
H 4.71 1.51 2.38
H 4.45 2.52 -0.02
H 3.89 3.12 2.19
H -2.24 2.32 -2.43
H 3.55 1.89 -2.14
H -2.08 -3.20 4.37
H 3.19 1.80 3.08
H 0.37 2.41 -2.99
H -4.55 -2.44 -0.08
H 4.54 0.89 -0.02
H -2.50 0.60 -2.91
H 2.85 -0.35 -1.62
H -2.68 1.12 -1.22
H 2.13 0.57 -3.68
H 2.16 2.56 -1.29
```

Maximum force in hartree/bohr: 0.161
HOMO-LUMO gap (alpha / beta) in eV: 4.7508 / 3.9066
2S+1: 2
HOMO (alpha / beta) in eV: -15.39 / -15.42
LUMO (alpha / beta) in eV: -10.64 / -11.51
Total charge: +2

Atom-resolved charges from Mulliken, all expressed in e:
1 In 1.12
2 O -0.58
3 O -0.42
4 O -0.22
5 O -0.38
6 O -0.22
7 O -0.45
8 N 0.05
9 C 0.40
10 C -0.22
11 C -0.49
12 C -0.73
13 C -0.61
14 C -0.84
15 C -0.90
16 C -0.44
17 C 0.35
18 C -0.86
19 C 0.31
20 C 0.57
21 H 0.37
22 H 0.46
23 H 0.34
24 H 0.50
25 H 0.36
26 H 0.39
27 H 0.43
28 H 0.48
29 H 0.25
30 H 0.38
31 H 0.50
32 H 0.44
33 H 0.36
34 H 0.32
35 H 0.22
36 H 0.43
37 H 0.30



This record from the Open Molecules 2025 dataset describes a structure of composition C12H17IrN2O4S3 in a non-equilibrium geometry. The level of theory is ωB97M-V with the def2-TZVPD basis set.

```
39
C12H17IrN2O4S3 ωB97M-V with the def2-TZVPD basis set
Ir -11.41 4.28 6.24
S -10.05 2.86 4.81
S -12.04 2.35 7.64
S -9.50 4.60 7.62
O -11.17 6.79 5.37
O -10.79 9.14 4.59
O -12.07 10.69 3.70
O -12.84 5.48 5.84
N -14.50 9.63 4.75
N -14.71 7.67 5.73
C -11.95 9.63 4.21
C -13.49 7.67 5.38
C -12.40 6.61 5.47
C -15.34 8.81 5.17
C -10.01 1.37 5.97
C -16.96 9.25 5.44
C -8.46 3.70 5.13
C -8.06 4.03 6.53
C -11.19 1.02 6.78
C -13.18 8.86 4.68
C -9.59 3.24 8.77
C -11.02 2.64 9.13
H -14.57 10.58 4.48
H -9.68 0.45 5.36
H -10.84 1.67 9.53
H -7.58 3.23 7.03
H -17.09 9.91 6.24
H -7.37 4.86 6.40
H -10.78 8.14 4.77
H -17.32 9.69 4.47
H -9.03 2.53 8.21
H -17.41 8.46 6.08
H -11.52 3.30 9.73
H -10.80 0.33 7.54
H -7.75 3.14 4.57
H -12.00 0.46 6.22
H -9.17 1.53 6.55
H -8.60 4.67 4.55
H -9.12 3.67 9.63
```

Maximum force in hartree/bohr: 0.130
HOMO-LUMO gap (alpha / beta) in eV: 7.6251 / 6.1071
2S+1: 5
HOMO (alpha / beta) in eV: -14.30 / -15.84
LUMO (alpha / beta) in eV: -6.68 / -9.73
Total charge: +2

Atom-resolved charges from Mulliken, all expressed in e:
1 Ir 0.54
2 S -0.17
3 S -0.08
4 S -0.06
5 O -0.73
6 O -0.48
7 O -0.47
8 O -0.50
9 N 0.10
10 N -0.49
11 C 0.44
12 C 0.79
13 C 1.00
14 C 0.26
15 C -0.62
16 C -1.05
17 C -0.70
18 C -0.76
19 C -0.54
20 C 0.12
21 C -0.57
22 C -0.80
23 H 0.21
24 H 0.48
25 H 0.48
26 H 0.53
27 H 0.40
28 H 0.40
29 H 0.46
30 H 0.36
31 H 0.20
32 H 0.35
33 H 0.43
34 H 0.42
35 H 0.56
36 H 0.35
37 H 0.26
38 H 0.35
39 H 0.54



This record from the Open Molecules 2025 dataset describes a cluster of 2 separate species, C12H17N in total in a non-equilibrium geometry. The level of theory is ωB97M-V with the def2-TZVPD basis set.

```
30
C12H17N ωB97M-V with the def2-TZVPD basis set
N 3.03 -1.19 1.63
C -0.79 -1.84 0.33
C 0.85 -2.31 2.07
C -0.37 -2.53 1.47
C -3.41 1.27 0.25
C 0.07 -0.96 -0.30
C 2.61 1.19 -1.13
C 1.73 -1.48 1.34
C -2.09 1.27 -2.02
C 2.50 0.13 -0.08
C 3.52 -0.21 0.78
C 1.35 -0.67 0.22
C -2.18 1.72 -0.55
H -1.85 2.75 -0.70
H -0.34 -0.32 -1.06
H -3.38 1.72 1.24
H 3.44 1.05 -1.84
H 3.63 -1.63 2.30
H -2.95 1.76 -2.48
H 1.74 1.12 -1.82
H -1.39 1.21 0.00
H -1.07 -3.21 1.96
H -4.26 1.60 -0.35
H 2.57 2.17 -0.65
H 1.13 -2.89 2.92
H 4.45 0.27 0.96
H -1.14 1.48 -2.51
H -2.20 0.18 -2.12
H -1.79 -1.83 -0.08
H -3.39 0.18 0.24
```

Maximum force in hartree/bohr: 0.049
HOMO-LUMO gap in eV: 8.7433
2S+1: 1
HOMO in eV: -7.80
Structure (SMILES): Cc1c[nH]c2ccccc12.CCC
LUMO in eV: 0.94
Energy above the lowest of the compared OMol25 structures with the same formula, charge and spin in kJ/mol: 98.6
Total charge: 0

Atom-resolved charges from Mulliken, all expressed in e:
1 N -0.03
2 C -0.59
3 C -0.85
4 C -0.42
5 C -0.94
6 C -0.27
7 C -1.16
8 C -0.23
9 C -1.23
10 C 0.41
11 C -0.77
12 C 1.07
13 C -0.02
14 H 0.33
15 H 0.22
16 H 0.32
17 H 0.36
18 H 0.18
19 H 0.40
20 H 0.19
21 H 0.11
22 H 0.34
23 H 0.34
24 H 0.28
25 H 0.34
26 H 0.42
27 H 0.31
28 H 0.31
29 H 0.43
30 H 0.14



This record from the Open Molecules 2025 dataset describes the molecule C12H17N in a non-equilibrium geometry. The level of theory is ωB97M-V with the def2-TZVPD basis set.

```
30
C12H17N ωB97M-V with the def2-TZVPD basis set
N 0.40 -0.43 0.62
C -1.67 -0.34 -0.58
C 1.98 -0.02 -1.62
C 0.47 0.02 -1.77
C -0.17 0.08 -3.02
C 2.39 -1.07 -0.53
C -1.59 0.06 -2.86
C -1.36 1.66 2.01
C 1.79 -0.35 0.76
C -0.31 -0.20 -0.58
C -0.55 0.63 2.72
C -0.20 -0.65 1.95
C -2.35 -0.28 -1.73
H -1.16 0.43 3.63
H -2.25 -0.23 -3.83
H 0.32 0.14 -3.96
H 2.25 0.66 0.50
H 2.22 -0.26 -2.60
H 3.59 -1.26 -0.60
H -0.48 2.29 1.45
H -1.85 2.49 2.73
H -3.42 -0.53 -1.85
H -2.11 1.00 1.21
H -2.42 -0.52 0.31
H 2.13 -2.10 -0.71
H -1.11 -1.34 2.01
H 1.94 -0.86 1.64
H 2.51 0.98 -1.14
H 0.41 1.10 3.29
H 0.63 -1.09 2.55
```

Maximum force in hartree/bohr: 0.111
HOMO-LUMO gap in eV: 8.1865
2S+1: 1
HOMO in eV: -7.24
Structure (SMILES): CCCN1CCCc2ccccc21
LUMO in eV: 0.95
Energy above the lowest of the compared OMol25 structures with the same formula, charge and spin in kJ/mol: 483.4
Total charge: 0

Atom-resolved charges from Mulliken, all expressed in e:
1 N 0.16
2 C -0.51
3 C -0.84
4 C 0.85
5 C -0.89
6 C -0.59
7 C -0.59
8 C -0.64
9 C -0.45
10 C 0.96
11 C -0.44
12 C -0.90
13 C -0.66
14 H 0.41
15 H 0.15
16 H 0.43
17 H 0.13
18 H 0.48
19 H 0.27
20 H 0.15
21 H 0.36
22 H 0.37
23 H -0.03
24 H 0.06
25 H 0.36
26 H 0.33
27 H 0.43
28 H 0.12
29 H 0.23
30 H 0.28



This record from the Open Molecules 2025 dataset describes the molecule C12H17N in a non-equilibrium geometry. The level of theory is ωB97M-V with the def2-TZVPD basis set.

```
30
C12H17N ωB97M-V with the def2-TZVPD basis set
N 2.16 2.11 -0.07
C -2.91 0.73 -0.57
C -0.71 -1.79 0.50
C -0.21 0.41 -0.89
C 2.39 -0.13 -1.24
C -1.43 0.23 -0.35
C 3.17 0.14 1.16
C 0.58 -1.67 -0.28
C -1.67 -0.96 0.43
C -3.11 -1.01 0.89
C 3.25 0.95 -0.32
C 0.85 -0.55 -0.91
C -3.75 0.30 0.44
H 2.19 2.62 -0.87
H 1.11 1.56 0.03
H -3.70 -1.79 0.46
H 2.23 0.56 1.86
H 4.32 1.16 -0.47
H -4.83 0.15 0.16
H -3.94 1.32 1.23
H -0.32 1.49 -1.46
H 3.09 -1.00 -0.82
H 1.43 -2.38 0.07
H -2.66 1.84 -0.78
H -3.20 -1.55 1.90
H -3.15 0.52 -1.56
H 3.27 -1.13 1.18
H -0.70 -2.76 1.02
H 2.24 0.12 -2.35
H 4.04 0.51 1.61
```

Maximum force in hartree/bohr: 0.189
HOMO-LUMO gap in eV: 9.4695
2S+1: 1
HOMO in eV: -8.56
Structure (SMILES): C[C@H](N)Cc1ccc2c(c1)CCC2
LUMO in eV: 0.91
Energy above the lowest of the compared OMol25 structures with the same formula, charge and spin in kJ/mol: 766.1
Total charge: 0

Atom-resolved charges from Mulliken, all expressed in e:
1 N -0.80
2 C -0.97
3 C -0.61
4 C -0.97
5 C -0.81
6 C 1.03
7 C -0.95
8 C -0.64
9 C 0.46
10 C -0.92
11 C 0.00
12 C 0.50
13 C -0.54
14 H 0.28
15 H 0.38
16 H 0.34
17 H 0.21
18 H 0.43
19 H 0.26
20 H 0.20
21 H 0.09
22 H 0.32
23 H 0.26
24 H 0.35
25 H 0.37
26 H 0.40
27 H 0.19
28 H 0.35
29 H 0.34
30 H 0.44



This record from the Open Molecules 2025 dataset describes a cluster of 2 separate species, C12H17N in total in a non-equilibrium geometry. The level of theory is ωB97M-V with the def2-TZVPD basis set.

```
30
C12H17N ωB97M-V with the def2-TZVPD basis set
N -2.23 -1.31 1.12
C -0.89 -1.70 -0.66
C -0.92 -1.56 0.77
C 0.54 3.00 0.17
C 0.15 -1.67 1.69
C 0.41 -1.83 -1.24
C 1.30 -1.86 0.97
C -2.37 -0.62 -2.49
C -2.14 -1.02 -1.07
C 2.44 1.81 1.37
C -2.97 -0.92 0.03
C 1.54 1.85 0.10
C 1.51 -2.04 -0.44
H -0.07 -1.52 2.74
H 0.94 0.95 0.05
H 2.30 1.87 -0.73
H -0.40 2.76 -0.39
H -2.48 -1.24 2.09
H -2.56 -1.47 -3.17
H 0.27 3.29 1.20
H 2.19 -1.83 1.63
H -1.51 -0.05 -2.85
H 3.03 2.76 1.41
H -3.97 -0.50 0.14
H 1.01 3.82 -0.41
H 0.45 -1.67 -2.32
H 1.92 1.79 2.35
H -3.22 0.09 -2.62
H 2.53 -2.20 -0.89
H 3.19 1.00 1.45
```

Maximum force in hartree/bohr: 0.076
HOMO-LUMO gap in eV: 8.6665
2S+1: 1
HOMO in eV: -7.78
Structure (SMILES): Cc1c[nH]c2ccccc12.CCC
LUMO in eV: 0.89
Energy above the lowest of the compared OMol25 structures with the same formula, charge and spin in kJ/mol: 148.7
Total charge: 0

Atom-resolved charges from Mulliken, all expressed in e:
1 N -0.06
2 C 0.42
3 C 0.46
4 C -1.17
5 C -0.94
6 C -0.37
7 C -0.14
8 C -1.28
9 C 0.73
10 C -1.29
11 C -1.01
12 C 0.73
13 C -0.77
14 H 0.37
15 H -0.45
16 H 0.27
17 H 0.31
18 H 0.18
19 H 0.27
20 H 0.31
21 H 0.36
22 H 0.30
23 H 0.36
24 H 0.41
25 H 0.30
26 H 0.38
27 H 0.32
28 H 0.35
29 H 0.30
30 H 0.33



This record from the Open Molecules 2025 dataset describes a cluster of 2 separate species, C12H17N in total in a non-equilibrium geometry. The level of theory is ωB97M-V with the def2-TZVPD basis set.

```
30
C12H17N ωB97M-V with the def2-TZVPD basis set
N -0.11 -3.07 0.30
C -1.85 0.20 -2.23
C -0.82 -1.67 3.66
C -0.67 -0.88 0.97
C -1.14 0.06 1.88
C -0.50 0.20 -1.41
C 2.44 3.37 -1.85
C -0.40 -0.94 -0.43
C -0.44 -2.24 1.41
C -1.28 -0.40 3.22
C 2.14 2.27 -0.79
C -0.39 -2.63 2.73
C -0.12 -2.24 -0.89
H -1.50 1.01 1.51
H -0.09 -3.57 3.10
H -2.70 0.40 -1.60
H -1.96 -0.84 -2.68
H -1.54 0.35 3.98
H -0.75 -2.02 4.79
H 0.30 0.18 -2.17
H 0.04 -2.60 -1.89
H 2.71 1.42 -0.88
H 1.67 4.18 -1.73
H 2.20 2.66 0.25
H 3.47 3.74 -1.83
H 0.26 -3.94 0.13
H -0.42 1.11 -0.82
H 1.05 2.06 -0.82
H -1.93 0.82 -3.05
H 2.32 2.99 -2.84
```

Maximum force in hartree/bohr: 0.111
HOMO-LUMO gap in eV: 8.6332
2S+1: 1
HOMO in eV: -7.75
Structure (SMILES): CCc1c[nH]c2ccccc12.CC
LUMO in eV: 0.89
Energy above the lowest of the compared OMol25 structures with the same formula, charge and spin in kJ/mol: 179.6
Total charge: 0

Atom-resolved charges from Mulliken, all expressed in e:
1 N -0.05
2 C -1.29
3 C -0.26
4 C 0.89
5 C -0.46
6 C -0.69
7 C -0.97
8 C 0.91
9 C -0.38
10 C -0.69
11 C -0.42
12 C -0.70
13 C -0.74
14 H 0.43
15 H 0.46
16 H 0.32
17 H 0.29
18 H 0.31
19 H 0.21
20 H 0.40
21 H 0.41
22 H 0.37
23 H 0.27
24 H 0.34
25 H 0.31
26 H 0.11
27 H 0.03
28 H -0.17
29 H 0.47
30 H 0.30



This record from the Open Molecules 2025 dataset describes a cluster of 2 separate species, C12H17N in total in a non-equilibrium geometry. The level of theory is ωB97M-V with the def2-TZVPD basis set.

```
30
C12H17N ωB97M-V with the def2-TZVPD basis set
N 1.59 1.08 0.20
C 2.10 -0.05 -0.36
C 1.08 -0.75 1.57
C -0.29 -0.57 3.41
C -1.65 -0.22 -1.72
C -1.50 1.29 -2.18
C 1.90 -1.16 0.47
C -2.23 1.54 -3.49
C 2.50 -2.51 0.36
C 0.80 0.64 1.27
C -0.63 0.76 3.15
C 0.47 -1.43 2.62
C -0.09 1.39 2.00
H -1.77 1.85 -1.28
H -1.94 0.81 -4.24
H -3.30 1.55 -3.29
H -0.41 1.37 -2.36
H -1.68 -0.91 -2.56
H 1.47 1.95 -0.30
H 2.72 -0.02 -1.25
H -0.72 -0.90 4.36
H -2.55 -0.37 -1.12
H -1.29 1.30 3.80
H -1.83 2.50 -3.84
H 1.78 -3.30 0.15
H 2.91 -2.79 1.32
H 0.57 -2.47 2.88
H -0.44 2.39 1.76
H 3.30 -2.63 -0.37
H -0.86 -0.34 -0.98
```

Maximum force in hartree/bohr: 0.058
HOMO-LUMO gap (alpha / beta) in eV: 9.4159 / 6.2417
2S+1: 2
HOMO (alpha / beta) in eV: -13.16 / -13.32
LUMO (alpha / beta) in eV: -3.75 / -7.08
Energy above the lowest of the compared OMol25 structures with the same formula, charge and spin in kJ/mol: 79.4
Total charge: +1

Atom-resolved charges from Mulliken, all expressed in e:
1 N 0.09
2 C -0.79
3 C 0.92
4 C -0.45
5 C -0.77
6 C 0.01
7 C 0.98
8 C -1.23
9 C -1.36
10 C 0.01
11 C -0.51
12 C -0.73
13 C -0.70
14 H 0.26
15 H 0.33
16 H 0.35
17 H 0.09
18 H 0.38
19 H 0.33
20 H 0.40
21 H 0.34
22 H 0.32
23 H 0.44
24 H 0.34
25 H 0.34
26 H 0.37
27 H 0.47
28 H 0.43
29 H 0.39
30 H -0.04